{
  "formula": "C23H34BIN13SV",
  "method": "ωB97M-V/def2-TZVPD",
  "e_above_lowest_kcal_mol": 0.0,
  "e_homo_ev": [-4.53, -5.07],
  "charge": -1,
  "max_force_ev_per_a": 0.253,
  "gap_ev": [6.9, 7.4],
  "spin_multiplicity": 4,
  "species": ["V", "C", "C", "C", "C", "C", "C", "N", "N", "B", "N", "C", "C", "C", "N", "C", "C", "C", "N", "C", "C", "C", "N", "C", "C", "C", "H", "H", "H", "H", "H", "H", "H", "H", "H", "H", "H", "H", "H", "H", "H", "H", "H", "H", "H", "H", "H", "H", "H", "H", "H", "H", "H", "H", "C", "C", "N", "N", "C", "S", "N", "N", "H", "H", "H", "H", "H", "H", "I", "N", "C", "N", "C", "N"],
  "positions_angstrom": [[-0.496, -0.845, -0.472], [-4.618, -3.246, -0.078], [-3.996, -1.853, -0.140], [-5.049, -0.774, -0.395], [-3.234, -1.549, 1.113], [-3.711, -1.521, 2.437], [-2.631, -1.135, 3.197], [-1.584, -0.949, 2.377], [-1.948, -1.206, 1.099], [-0.202, -0.377, 2.706], [0.901, -1.343, 2.258], [1.853, -1.909, 3.013], [2.641, -2.686, 2.196], [2.081, -2.552, 0.914], [1.031, -1.723, 0.966], [2.556, -3.233, -0.337], [2.435, -4.749, -0.193], [3.988, -2.816, -0.673], [-0.043, 0.984, 1.981], [0.144, 2.174, 2.567], [-0.056, 3.156, 1.626], [-0.404, 2.473, 0.447], [-0.359, 1.148, 0.665], [-0.904, 3.105, -0.825], [-1.281, 4.568, -0.605], [0.065, 2.982, -1.997], [-5.153, -3.460, -1.005], [-3.843, -4.004, 0.047], [-5.329, -3.328, 0.750], [-3.281, -1.840, -0.960], [-5.790, -0.749, 0.410], [-4.586, 0.211, -0.466], [-5.571, -0.969, -1.334], [-4.706, -1.752, 2.779], [-2.524, -0.976, 4.257], [-0.102, -0.194, 3.892], [1.893, -1.713, 4.072], [3.485, -3.291, 2.481], [1.903, -2.915, -1.147], [3.090, -5.123, 0.600], [1.406, -5.025, 0.034], [2.715, -5.237, -1.129], [4.661, -2.958, 0.177], [4.369, -3.405, -1.510], [4.029, -1.765, -0.971], [0.379, 2.228, 3.617], [-0.017, 4.221, 1.772], [-1.814, 2.568, -1.092], [-0.395, 5.180, -0.405], [-1.766, 4.947, -1.505], [-1.973, 4.684, 0.232], [1.032, 3.435, -1.751], [0.207, 1.938, -2.264], [-0.347, 3.501, -2.864], [4.441, 3.210, -0.137], [3.762, 2.395, -1.170], [3.799, 2.596, -2.448], [3.000, 1.607, -2.958], [2.460, 0.802, -2.031], [1.433, -0.493, -2.292], [2.969, 1.314, -0.870], [2.780, 0.842, 0.423], [5.077, 3.941, -0.627], [5.033, 2.573, 0.519], [3.703, 3.721, 0.483], [2.807, 1.555, -3.941], [2.946, -0.162, 0.416], [1.797, 0.960, 0.654], [-0.883, -3.332, -1.736], [-3.310, 3.686, -3.577], [-3.290, 2.528, -3.474], [-3.317, 1.205, -3.422], [-2.524, 0.640, -2.565], [-1.834, 0.083, -1.813]],
  "mulliken_spin": [2.999, 0.002, 0.008, 0.002, 0.025, 0.001, 0.009, -0.014, 0.005, -0.075, -0.004, 0.005, 0.002, 0.010, 0.001, 0.009, 0.002, 0.002, 0.022, 0.008, -0.002, 0.010, -0.032, 0.023, 0.000, 0.005, 0.001, -0.002, 0.000, 0.001, 0.000, -0.002, 0.000, 0.001, 0.001, 0.000, 0.001, 0.000, -0.014, 0.000, -0.001, 0.001, 0.000, 0.001, -0.002, 0.001, 0.001, 0.003, 0.000, 0.000, 0.000, 0.000, -0.003, 0.000, 0.000, 0.000, 0.000, 0.001, 0.000, -0.025, 0.001, 0.003, 0.000, 0.000, 0.000, 0.000, -0.005, 0.001, -0.015, 0.004, -0.001, 0.013, 0.072, -0.060]
}